Record 1
The following is a DFT calculation (ωB97M-V/def2-TZVPD) of a structure of composition C5H12BeCsO5 at a distorted geometry.

Each line ends with the natural charge from an NBO analysis.
Geometry (Å):
O 12.487030 -26.973860 20.014930  -0.616
H 10.999840 -26.807520 18.782840  0.534
H 13.439380 -23.216070 16.801940  0.230
H 13.805860 -25.841600 16.483510  0.184
C 12.655700 -23.962980 16.928730  -0.643
C 13.220820 -27.437550 20.884060  0.922
H 10.654170 -28.759010 18.307320  0.296
C 8.698100 -28.434340 17.389430  -0.661
H 13.498510 -25.881080 19.084570  0.476
O 14.309790 -26.900490 21.205160  -0.732
Cs 16.954690 -25.962510 20.580940  0.996
H 10.775270 -28.097630 16.827050  0.337
H 11.966060 -23.524640 17.650090  0.214
C 10.091480 -28.071780 17.675510  -0.124
Be 14.430610 -28.153740 23.419650  0.890
H 8.031890 -28.382570 18.250580  0.270
H 12.158160 -23.912970 15.960210  0.219
H 8.311080 -27.844050 16.558850  0.271
O 12.884720 -28.556710 21.356560  -0.428
H 8.699120 -29.473390 17.060070  0.266
H 12.255180 -26.029880 17.282850  0.112
O 13.908490 -25.327400 18.416020  -0.743
O 10.161920 -26.847840 18.316080  -0.221
C 13.164120 -25.428630 17.261790  -0.051

Atoms 1-3, force components in eV/Å:
O -1.6 0.6 -1.1
H 1.5 0.5 0.9
H 0.5 -0.4 0.3

Summary:
frontier orbital gap (alpha / beta)	4.197 / 5.605	eV
charge	+2
spin multiplicity	2
energy	-16544.251	eV



Record 2
The following is a DFT calculation (ωB97M-V/def2-TZVPD) of a structure of composition C20H28N2NiSi at a distorted geometry.

Each line ends with the natural charge from an NBO analysis.
Geometry (Å):
C -0.080409 1.933363 0.993971  -0.428
H 5.285661 -0.557348 -2.541036  0.212
H -3.499253 3.343516 -3.364729  0.209
H 0.096630 -1.533166 0.037658  -0.257
H -2.467585 -1.999322 -2.107055  0.248
H 3.975825 1.450345 -1.796194  0.211
H 1.700613 -2.960818 -2.181012  0.207
C 4.217427 -0.651622 -2.329100  -0.231
C 2.119477 0.373668 -1.662343  -0.249
C -1.240748 0.522117 -1.906517  -0.377
C -1.561696 2.370322 -3.437535  -0.221
H 1.557965 1.237413 -1.293918  0.217
N -1.421813 -1.239424 2.855712  -0.870
H -2.940958 0.102802 -0.607913  0.212
H 0.806826 2.462513 4.188308  0.214
Si -0.326316 -1.038152 -1.340189  1.413
H -2.324453 1.885103 1.203819  0.241
C -1.358210 1.814589 1.690250  -0.451
C -1.406553 -2.206014 -2.284971  -1.124
H 0.242947 1.168520 -3.345506  0.216
H 4.147444 -2.787876 -2.680388  0.209
H -1.225694 -2.061749 -3.358913  0.250
C -2.853257 2.576347 -2.936768  -0.214
H 1.874713 -0.366461 2.440979  0.402
H -0.881979 -2.512600 4.487056  0.197
C -0.471294 -1.664874 3.931294  -0.239
H -1.186208 2.977732 -4.258227  0.208
H -1.202007 -3.240610 -2.005056  0.227
H -0.359054 -0.820340 4.617052  0.216
C -3.324169 1.779751 -1.885953  -0.225
H -4.326191 1.914434 -1.476587  0.207
H 1.664103 -1.950381 4.047058  0.210
C -2.527620 0.748502 -1.390786  -0.250
H 1.972179 2.388882 1.767576  0.217
H -1.689251 -2.026930 2.264406  0.390
C 1.465097 -0.849988 -1.818495  -0.399
H -0.972996 -0.439922 0.176298  -0.344
H 1.563504 -1.533907 1.369825  0.411
H 0.840536 -3.027651 2.889867  0.202
C 0.312306 2.180654 3.257549  -0.344
C -0.751653 1.341912 -2.924162  -0.250
C 3.489049 0.482098 -1.932256  -0.214
C 2.204647 -1.993900 -2.147282  -0.240
C -1.081458 1.970699 3.098469  -0.310
C 3.573798 -1.895446 -2.415272  -0.205
Ni -0.487487 -0.033759 1.635278  1.080
H -2.283484 -0.823413 3.207997  0.402
C 0.933568 2.142274 1.983524  -0.301
N 1.162197 -1.049921 2.175643  -0.899
H 0.018165 2.077130 -0.078003  0.237
H -1.835824 2.031584 3.883242  0.213
C 0.862920 -2.010686 3.303323  -0.239

Atoms 1-3, force components in eV/Å:
C -0.3 0.8 0.8
H -0.4 -0.1 0.1
H 0.2 -0.1 0.1

Summary:
energy relative to the best compared isomer or geometry (same formula, charge and spin)	26.75	kcal/mol
frontier orbital gap (alpha / beta)	6.146 / 7.397	eV
spin multiplicity	3
energy	-73091.842	eV



Record 3
The following is a DFT calculation (ωB97M-V/def2-TZVPD) of the ion C22H19N2O with charge +1 at a distorted geometry.

Each line ends with the natural charge from an NBO analysis.
Geometry (Å):
H 0.710244 -3.509305 4.275677  0.238
H 0.944022 -1.201078 -0.421601  0.225
H 2.528751 4.371912 -2.033570  0.225
H -2.552475 4.933867 -2.015031  0.227
C -0.005035 -0.655551 -0.390031  -0.008
C -0.505959 -0.675451 1.035602  -0.337
H 4.964963 0.859757 -1.307012  0.226
C -1.796189 -4.191572 2.037405  0.357
C 0.566266 -0.189971 1.971652  0.268
C -1.986420 1.647228 -1.245198  -0.230
C -0.926633 -4.390595 3.132253  -0.242
C 1.609589 1.233427 -1.018889  0.141
C -1.981291 4.028373 -1.804223  -0.225
C 0.041488 -3.436627 3.423977  -0.192
H -3.767003 2.809276 -1.604199  0.225
N 0.329969 0.725233 -0.804897  -0.400
C -2.675821 2.830660 -1.559942  -0.205
H -3.107258 -4.988673 0.910220  0.492
C 2.645817 3.329939 -1.734862  -0.187
N 0.873438 -1.162439 2.836327  -0.414
C 3.978652 1.325682 -1.326227  -0.191
O -2.637299 -5.213758 1.730629  -0.627
C 0.105092 2.902148 -1.464728  -0.099
H -1.017499 -5.298046 3.722181  0.257
H -2.009341 -1.213869 -1.044794  0.204
H -0.734527 -2.358656 -1.460086  0.232
H -0.011986 4.963393 -2.059616  0.226
H 0.958539 0.826151 2.005116  0.266
C 2.833398 0.574585 -1.008130  -0.271
C 3.887275 2.688058 -1.671404  -0.227
H -2.601950 -2.748127 0.596061  0.236
H -0.863256 -0.849506 -2.365258  0.257
C -1.778472 -2.981279 1.285145  -0.272
H -2.502057 0.700684 -1.107300  0.198
H 4.793210 3.248824 -1.909572  0.228
C -0.969908 -1.295238 -1.374057  -0.623
H -1.427516 -0.068600 1.106351  0.296
C -0.578239 4.063825 -1.806624  -0.168
H 1.499635 -1.037620 3.629125  0.454
H 2.883609 -0.485013 -0.757035  0.206
C -0.603260 1.710575 -1.119985  0.138
C -0.756970 -2.080422 1.547080  -0.001
C 0.135488 -2.334699 2.586445  0.113
C 1.506923 2.592511 -1.416974  -0.018

Atoms 1-3, force components in eV/Å:
H -0.1 -0.3 0.0
H -0.1 0.0 0.0
H 0.3 -0.3 0.1

Summary:
energy relative to the best compared isomer or geometry (same formula, charge and spin)	0.00	kcal/mol
frontier orbital gap	5.875	eV
charge	+1
spin multiplicity	1
energy	-28144.069	eV
structure (SMILES)	C[C@H]([C@@H]1C=[NH+]c2ccc(O)cc21)n1c2ccccc2c2ccccc21